# 1
Molecular formula: C31H26ClCoIN4O4
Method: DFT, ωB97M-V with the def2-TZVPD basis set

```
! RIJCOSX wB97M-V def2-TZVPD def2/J DEFGRID3
* xyz 1 1
I 3.60428 0.20585 -3.64644
Co -0.01990 -0.43113 -0.13559
Cl 0.97349 -4.58585 -5.28049
O 1.07936 -0.00377 -1.58574
O 2.44205 -3.62897 1.20749
O -2.97974 -1.10908 4.01314
O 2.49732 -3.98640 4.64667
N 1.40082 -1.99625 3.40735
N 1.01152 -1.10830 1.27843
N -0.69076 -1.27638 2.84648
N -0.67487 -1.83117 -1.24636
C -1.43366 0.11536 0.99459
C 1.02750 -2.31912 7.57588
C 4.45979 -0.11119 0.35451
C -1.04678 -3.96054 -2.97396
C 0.43957 -1.24016 6.94508
C -3.89364 0.35744 2.29428
C 2.40553 -1.22632 0.95002
C 0.53969 -1.10748 5.56370
C 5.12373 -1.33086 0.34422
C 0.57865 -1.45515 2.48879
C -3.66061 1.02433 1.08799
C 3.11220 -0.06400 0.65879
C 1.59077 -4.16216 0.19295
C -4.04325 -0.80440 4.91710
C 1.16592 -1.02425 -2.44040
C 3.17119 -5.09130 5.24764
C 1.20681 -2.06624 4.81774
C 1.73527 -3.26556 6.83990
C -2.89338 -0.40827 2.85482
C 2.10089 -1.20669 -3.42442
C -1.65840 -0.51702 2.19679
C 1.82638 -3.13973 5.46542
C -2.44594 0.90677 0.44573
C 4.42743 -2.49884 0.60830
C -1.69149 -2.64477 -1.07595
C 1.04274 -3.24812 -4.18233
C 3.07197 -2.45471 0.89243
C 0.17867 -2.01147 -2.31068
C 2.04057 -2.32601 -4.28905
C 0.05457 -3.10443 -3.18074
C -1.92646 -3.71295 -1.94864
H 0.12367 -0.23298 5.07646
H 3.97658 -4.74960 5.89883
H -2.79108 -4.34367 -1.79229
H 6.18386 -1.37073 0.12571
H 2.17369 -4.45041 -0.68502
H 4.92105 -3.46319 0.61152
H -3.89794 0.18224 5.35769
H -4.85400 0.45660 2.78236
H 0.95348 -2.42789 8.65031
H 2.16423 -2.55591 3.05782
H -5.01408 -0.85032 4.42846
H -2.32999 -2.46128 -0.21927
H -0.97753 -1.66062 3.73634
H -0.07946 -0.48567 7.52147
H 2.78900 -2.44259 -5.06173
H -1.19157 -4.80501 -3.63742
H -4.00471 -1.56108 5.69159
H 3.58547 -5.67022 4.43041
H 1.11264 -5.04190 0.61695
H 0.83304 -3.44534 -0.09643
H -2.27701 1.44683 -0.48135
H 4.99117 0.80361 0.12203
H 2.21397 -4.09073 7.34875
H 2.58564 0.88314 0.68329
H 2.47663 -5.71108 5.81562
H -4.44415 1.63478 0.65617
*
```

The HOMO-LUMO gap (spin up / spin down) is 0.2401 / 0.2402 hartree. The calculation puts the LUMO energy (spin up / spin down) at -4.13 / -4.13 eV. For the HOMO energy (spin up / spin down), the calculation gives -10.66 / -10.66 eV.

# 2
Molecular formula: C12H38O13
Method: DFT, ωB97M-V with the def2-TZVPD basis set

```
! RIJCOSX wB97M-V def2-TZVPD def2/J DEFGRID3
* xyz 0 1
O 2.65415 1.24475 -2.37132
O -1.86988 -5.20900 -2.49489
O 1.06195 -2.82453 0.25523
O -1.26967 1.07492 -0.57255
O -1.80528 -2.79694 -0.33647
O 1.16681 3.11063 0.93166
O 1.06142 -0.14384 -0.62795
O 0.35332 3.41472 -4.36072
O 3.15824 -4.48394 2.64640
O 3.48370 1.25416 0.21395
O -3.68346 2.49791 -0.35457
O -1.70539 2.93384 1.90733
O -2.31633 0.24302 2.04647
C -2.67333 -3.92085 -0.49301
C 1.60574 2.19088 -2.58675
C -1.79329 2.46078 3.22530
C 3.41616 2.09260 1.34480
C 1.35345 2.42361 -4.08968
C -2.14674 1.09844 -1.70229
C -2.00197 -5.22822 -0.99215
C -3.58106 1.38750 -1.24603
C 2.26715 -3.34308 0.89948
C -1.84018 0.90733 3.22468
C 1.91718 -4.00963 2.15541
C 2.56426 3.30352 1.22833
H 0.69031 1.90641 -2.04345
H 2.82359 -4.13201 0.29746
H -1.03602 -5.26576 -0.45192
H -2.38332 0.51585 4.07443
H -0.75423 2.83607 1.65794
H 1.30806 -1.96503 -0.05627
H -2.07588 0.12362 -2.23962
H -0.97219 2.80173 3.89734
H 2.86510 3.97474 0.43331
H -3.17340 0.63529 1.85640
H 4.40494 2.52739 1.52848
H -0.84554 0.48560 3.32068
H -3.94095 0.41587 -0.69874
H 2.33262 2.65864 -4.53073
H 3.08883 -4.87602 3.51686
H 1.23006 -4.87669 1.92427
H -1.74780 0.72670 0.19142
H -0.88566 -3.08530 -0.03818
H -3.09846 -4.07594 0.50413
H -2.74136 2.79843 3.70498
H 0.82948 4.25355 -4.32412
H 2.96108 -2.53044 1.04620
H -2.56880 -6.07956 -0.78824
H 0.15537 0.25051 -0.70152
H -4.24938 1.58933 -2.09032
H -2.92250 2.58704 0.18614
H 3.06471 1.44514 2.22097
H -3.47271 -3.64022 -1.20233
H -1.35252 -4.39963 -2.59176
H 1.39537 -3.41543 2.88066
H 1.60679 0.40634 -0.05725
H 3.29427 1.79659 -0.53796
H 1.93105 3.16922 -2.09395
H -1.88729 1.95056 -2.32526
H 0.98686 1.52655 -4.54753
H 2.25697 0.43038 -1.94311
H 2.54069 3.93315 2.18407
H 0.96486 2.91877 -0.01414
*
```

As for the SMILES: OCCO.OCCO.OCCO.OCCO.OCCO.OCCO.O. The HOMO-LUMO gap is 0.3723 hartree. The calculation puts the LUMO energy at 0.45 eV. For the HOMO energy, the calculation gives -9.68 eV. The calculation puts the relative energy (zero: lowest compared OMol25 entry of this formula, charge and spin) at 0.2856 eV.

# 3
Molecular formula: C5H10NS
Method: DFT, ωB97M-V with the def2-TZVPD basis set

```
! RIJCOSX wB97M-V def2-TZVPD def2/J DEFGRID3
* xyz 1 1
S -2.85522 1.01640 -0.35901
N -2.20581 -1.27139 0.94393
C 0.27481 0.36946 -0.03087
C 2.76056 0.00394 -0.45394
C 1.72087 0.41358 0.38518
C 0.66857 1.54979 0.03602
C -1.92123 -0.52644 -0.39350
H -3.11884 -1.59348 1.29290
H 1.90725 0.40216 1.41655
H -2.00267 1.36743 -1.33676
H -1.48302 -2.13596 0.91948
H -1.80254 -0.62229 1.55356
H 3.14039 -0.96556 -0.24141
H 3.72925 0.66926 -0.47795
H 0.70852 2.54651 -0.45294
H 2.42204 -0.19135 -1.48005
H -1.94293 -1.03206 -1.32120
*
```

The HOMO-LUMO gap (spin up / spin down) is 0.2762 / 0.2781 hartree. The calculation puts the LUMO energy (spin up / spin down) at -4.76 / -4.78 eV. For the HOMO energy (spin up / spin down), the calculation gives -12.28 / -12.35 eV. The calculation puts the relative energy (zero: lowest compared OMol25 entry of this formula, charge and spin) at 7.7723 eV.

| no. | calculated total energy (eV) |
| --- | --- |
| 1 | -104962.995 |
| 2 | -39674.372 |
| 3 | -17658.550 |